1.
105
Properties=species:S:1:pos:R:3:lowdin_charge:R:1 method="wB97M-V/def2-TZVPD" fmax_ev_per_a=0.550 total_charge=+1 relative_energy_kj_mol=0.0 energy_ha=-4244.42897 mol_weight_g_mol=845.7
Fe 0.5216 -0.6611 -1.1460 0.35
C -1.0786 2.1320 11.7612 -0.07
O -0.2250 2.9897 11.0216 -0.07
C -0.0106 2.7028 9.7177 -0.28
C -0.6339 1.6566 9.0329 -0.01
C -0.3383 1.4398 7.6982 -0.02
C 0.5693 2.2594 7.0393 -0.26
C 1.1813 3.3047 7.7262 -0.02
C 0.8938 3.5323 9.0543 0.00
N 0.9441 2.1203 5.6717 0.07
N 0.3410 1.2337 5.0462 0.06
C 0.7502 1.1086 3.6812 -0.20
C 1.8732 1.6979 3.1443 0.00
C 2.2416 1.5174 1.8042 0.01
C 1.4770 0.7227 0.9658 -0.37
O 1.7540 0.4922 -0.2930 -0.18
C 0.3137 0.0991 1.5151 -0.19
N -0.3991 -0.6952 0.6568 0.03
C -1.4652 -1.3138 1.1088 -0.12
C -1.9158 -1.1804 2.4347 -0.02
C -1.2239 -0.3851 3.3013 0.02
C -0.0554 0.2797 2.8607 -0.09
H -1.0324 2.4776 12.7897 0.09
H -0.7359 1.0962 11.7117 0.10
H -2.1085 2.1964 11.4025 0.10
H -1.3474 1.0163 9.5287 0.10
H -0.8156 0.6329 7.1604 0.10
H 1.8849 3.9324 7.1955 0.11
H 1.3573 4.3394 9.6039 0.12
H 2.4829 2.3148 3.7899 0.11
H 3.1257 1.9966 1.4055 0.12
H -1.9887 -1.9617 0.4220 0.10
H -2.8048 -1.7097 2.7459 0.11
H -1.5442 -0.2534 4.3252 0.11
C -3.0699 -0.5255 -2.0655 -0.16
N -1.9526 -0.0059 -2.8919 -0.43
P -0.8878 1.0240 -1.9859 1.00
C -0.1092 2.1591 -3.1678 -0.33
C -0.8503 2.8512 -4.1256 -0.08
C -0.2358 3.7913 -4.9324 -0.07
C 1.1211 4.0564 -4.7810 -0.07
C 1.8605 3.3727 -3.8303 -0.07
C 1.2474 2.4232 -3.0215 -0.09
C -1.9518 2.1495 -1.0535 -0.32
C -3.1401 2.6603 -1.5768 -0.10
C -3.8526 3.6120 -0.8680 -0.06
C -3.3857 4.0623 0.3610 -0.06
C -2.2095 3.5540 0.8876 -0.05
C -1.4931 2.5961 0.1825 -0.06
P -0.8463 -1.3425 -3.1410 0.99
C -1.8205 -2.5538 -4.0717 -0.35
C -1.3698 -3.8714 -4.0896 -0.08
C -2.0124 -4.8165 -4.8740 -0.07
C -3.1138 -4.4494 -5.6337 -0.06
C -3.5771 -3.1414 -5.6040 -0.06
C -2.9345 -2.1912 -4.8253 -0.11
C 0.3108 -0.7396 -4.3967 -0.35
C -0.0272 -0.4182 -5.7105 -0.06
C 0.9515 0.0171 -6.5840 -0.05
C 2.2776 0.1116 -6.1682 -0.05
C 2.6265 -0.2154 -4.8697 -0.06
C 1.6346 -0.6374 -3.9965 -0.13
H -3.6917 0.2912 -1.7114 0.07
H -2.7152 -1.0888 -1.2030 0.04
H -3.6823 -1.1889 -2.6720 0.07
H -1.9050 2.6425 -4.2540 0.10
H -0.8134 4.3248 -5.6756 0.11
H 1.5968 4.8039 -5.4019 0.11
H 2.9165 3.5768 -3.7127 0.11
H 1.8237 1.9038 -2.2640 0.09
H -3.5137 2.3091 -2.5307 0.10
H -4.7740 4.0064 -1.2754 0.11
H -3.9422 4.8132 0.9057 0.11
H -1.8460 3.9003 1.8461 0.11
H -0.5717 2.2072 0.5919 0.09
H -0.5103 -4.1597 -3.4948 0.09
H -1.6609 -5.8390 -4.8849 0.11
H -3.6117 -5.1837 -6.2523 0.11
H -4.4429 -2.8603 -6.1886 0.11
H -3.2891 -1.1680 -4.8058 0.10
H -1.0547 -0.4944 -6.0427 0.11
H 0.6863 0.2845 -7.5979 0.11
H 3.0370 0.4387 -6.8657 0.11
H 3.6544 -0.1436 -4.5402 0.12
H 1.9017 -0.9064 -2.9784 0.05
C 1.3461 -3.5150 -1.4208 -0.16
C 2.2312 -4.7421 -1.0821 -0.14
N 3.3163 -4.3593 -0.1902 -0.16
C 2.7547 -3.8715 1.0626 -0.14
C 1.7593 -2.7132 0.7999 -0.12
N 1.7794 -2.3306 -0.6361 -0.20
C 3.2004 -2.0223 -0.9775 -0.12
C 4.0834 -3.2819 -0.8004 -0.14
H 0.2967 -3.7014 -1.1848 0.11
H 1.4052 -3.2550 -2.4793 0.09
H 2.6585 -5.1738 -1.9880 0.12
H 1.6443 -5.5182 -0.5888 0.12
H 3.5773 -3.5392 1.6967 0.12
H 2.2575 -4.6988 1.5702 0.12
H 2.0106 -1.8347 1.3894 0.12
H 0.7406 -3.0095 1.0487 0.12
H 3.5076 -1.2025 -0.3326 0.12
H 3.2556 -1.6671 -2.0038 0.10
H 4.9414 -3.0637 -0.1642 0.12
H 4.4644 -3.6330 -1.7605 0.12


2.
66
Properties=species:S:1:pos:R:3:lowdin_charge:R:1 method="wB97M-V/def2-TZVPD" fmax_ev_per_a=1.532 total_charge=-1 relative_energy_kj_mol=0.0 energy_ha=-3760.95493 mol_weight_g_mol=929.1
C -5.3929 -1.1101 -0.2849 -0.23
C -4.3569 -0.6692 0.7701 -0.95
I -5.4229 -0.6135 2.6286 0.76
C -3.6100 0.6032 0.3219 -0.86
I -4.9629 2.3048 0.4599 0.80
P -1.6339 0.8307 0.7140 0.44
C -1.4001 -0.7554 -0.3850 -0.31
I -1.5798 -0.8643 2.9062 0.43
C 0.2936 1.0506 0.9565 -0.40
C 1.3491 0.1490 0.3038 -0.26
C 1.6644 -1.1459 1.0562 -0.21
C 3.0334 -1.7560 0.7193 -0.09
C 3.1503 -2.4966 -0.5869 -0.45
F 2.8088 -1.6595 -1.6138 0.11
F 4.4366 -2.8643 -0.8244 0.10
C 2.2664 -3.7537 -0.8683 -0.44
F 0.9956 -3.3883 -0.9757 0.14
F 2.6457 -4.2610 -2.0470 0.13
S 2.3243 -5.1806 0.3974 0.78
F 0.9614 -5.7487 -0.1782 -0.13
F 1.5391 -4.2727 1.4270 -0.12
F 3.7118 -4.6787 0.9924 -0.14
F 3.1254 -6.1334 -0.5879 -0.14
F 2.3243 -6.3420 1.4688 -0.12
C -1.8801 2.3957 1.7776 -0.41
C -2.6658 2.3341 3.0888 -0.27
C -1.8926 2.3419 4.3885 -0.53
N -0.4707 2.1477 4.3500 0.08
O -2.4628 2.5681 5.4297 0.06
P -1.4457 2.0465 -1.2339 0.64
N -2.0977 3.5003 -1.3674 -0.38
H -5.7068 -2.1336 -0.0643 0.06
H -4.9297 -1.1158 -1.2752 0.07
H -6.2798 -0.4807 -0.2731 0.03
H -3.6348 -1.4788 0.8378 0.01
H -3.5915 0.5139 -0.7641 -0.03
H -0.9100 -1.5457 0.1729 -0.02
H -0.8145 -0.5066 -1.2732 0.01
H -2.3326 -1.1687 -0.7720 0.03
H 0.4583 1.0311 2.0337 0.02
H 0.5031 2.0635 0.6025 0.05
H 1.1933 -0.0242 -0.7603 0.08
H 2.2883 0.7252 0.3333 0.11
H 1.6854 -0.9039 2.1211 0.10
H 0.8782 -1.8886 0.9480 0.06
H 3.7728 -0.9525 0.6425 0.13
H 3.3637 -2.3928 1.5365 0.11
H -2.2811 3.1880 1.1449 0.01
H -0.8832 2.7473 2.0426 0.05
H -3.2714 3.2467 3.1643 0.11
H -3.4065 1.5348 3.1345 0.00
H -0.0310 2.8407 4.9447 0.08
H -0.2351 1.2182 4.6763 0.03
H -0.0872 2.0671 -1.5832 -0.04
H -1.9831 1.1834 -2.2284 -0.03
H -1.3769 4.1972 -1.5251 -0.08
C 3.8602 1.2139 -4.0929 -0.02
C 2.7532 2.1731 -3.7212 -0.50
O 1.8507 1.8418 -2.9922 0.06
C 2.8301 3.5650 -4.3041 -0.02
H 3.6883 0.2548 -3.6096 0.07
H 3.8899 1.0776 -5.1755 0.08
H 4.8245 1.6146 -3.7747 0.08
H 2.8227 3.5147 -5.3945 0.08
H 3.7570 4.0505 -3.9929 0.08
H 1.9799 4.1504 -3.9624 0.08


3.
156
Properties=species:S:1:pos:R:3:lowdin_charge:R:1 method="wB97M-V/def2-TZVPD" fmax_ev_per_a=7.129 total_charge=+2 energy_ha=-7264.93962 mol_weight_g_mol=1327.6
C 18.1533 4.8937 2.6529 0.04
C 19.0608 5.9718 3.1433 -0.40
O 19.5806 6.0155 4.2031 0.16
N 19.2811 7.0356 2.0884 0.07
H 20.2881 7.3262 1.9216 0.11
H 19.1240 6.5903 1.1745 0.19
C 18.5624 8.3042 2.4282 0.03
H 17.1502 5.2183 2.3729 0.11
H 17.9598 4.1589 3.4341 0.08
H 18.7133 4.3672 1.8722 0.12
H 18.8135 9.1055 1.7391 0.11
H 18.7969 8.5362 3.4554 0.08
H 17.5102 8.0971 2.2368 0.11
C 18.3555 5.1677 9.3844 0.05
C 19.1138 6.2612 10.0531 -0.44
O 19.5892 7.2051 9.5489 0.17
N 19.3367 6.0345 11.5310 0.11
H 19.4852 6.9788 11.9008 0.18
H 18.5924 5.4414 11.9044 0.19
C 20.7029 5.3165 11.7873 0.08
H 18.7298 4.1467 9.5174 0.10
H 18.3229 5.3607 8.3184 0.10
H 17.3589 5.1498 9.8428 0.12
H 20.7060 5.1475 12.8567 0.11
H 21.4754 5.9402 11.3593 0.10
H 20.5612 4.4036 11.2123 0.08
C 21.6420 2.4199 9.0240 0.04
C 21.8862 3.6139 8.1635 -0.42
O 21.6487 4.6830 8.6142 0.10
N 22.1859 3.5242 6.7205 0.06
H 23.2094 3.3502 6.5352 0.10
H 21.7300 2.6935 6.2049 0.08
C 21.6597 4.6878 5.9195 0.01
H 20.7384 1.9927 8.5757 0.09
H 21.4920 2.6531 10.0648 0.07
H 22.4490 1.7095 8.8143 0.10
H 21.9954 4.4765 4.9083 0.10
H 21.9947 5.6216 6.3481 0.06
H 20.5843 4.6002 6.0377 0.08
C 21.5363 -4.4332 2.9058 -0.07
C 21.5197 -4.6211 4.4292 -0.23
C 22.5595 -3.7876 5.1590 -0.12
N 22.3120 -3.6895 6.6436 -0.26
C 22.1339 -5.0212 7.2908 0.00
C 23.4617 -2.9919 7.3020 -0.11
C 23.0679 -1.5251 7.3872 -0.13
C 21.5560 -1.5913 7.7076 -0.12
C 21.0551 -2.8409 7.0446 -0.03
H 20.7952 -5.1247 2.5063 0.08
H 22.4675 -4.7749 2.4541 0.08
H 21.3102 -3.3840 2.7268 0.07
H 21.8036 -5.6505 4.6744 0.11
H 20.4982 -4.4456 4.7695 0.12
H 22.5239 -2.7486 4.8243 0.11
H 23.5732 -4.1692 5.0647 0.14
H 23.0354 -5.6269 7.1831 0.12
H 21.3001 -5.5236 6.8149 0.10
H 21.9998 -4.8716 8.3572 0.11
H 23.3910 -3.3507 8.3296 0.13
H 24.4420 -3.1197 6.8568 0.14
H 23.6255 -0.9859 8.1502 0.12
H 23.2960 -1.0690 6.4209 0.10
H 21.2835 -1.3400 8.7221 0.12
H 21.1395 -0.6890 7.2443 0.08
H 20.4964 -3.5333 7.6594 0.13
H 20.5235 -2.7597 6.1007 0.12
C 24.6262 7.6002 6.4452 -0.05
C 23.7372 8.8237 6.7164 -0.20
C 22.3262 8.5228 6.2336 -0.12
N 21.3223 9.6578 6.3358 -0.23
C 19.9483 9.0985 6.1578 0.01
C 21.6255 10.8169 5.3599 -0.08
C 21.4269 12.0712 6.1692 -0.15
C 21.8792 11.7018 7.5863 -0.13
C 21.3137 10.3314 7.7582 -0.08
H 25.4643 7.5866 7.1325 0.05
H 24.8599 7.4346 5.3951 0.09
H 24.0676 6.7022 6.7512 0.07
H 24.1130 9.7619 6.3004 0.12
H 23.7910 9.0095 7.7947 0.10
H 21.9355 7.8380 6.9960 0.12
H 22.2198 8.1042 5.2335 0.14
H 19.6622 8.6015 7.0838 0.09
H 20.0750 8.2595 5.4715 0.08
H 19.2694 9.8943 5.8772 0.12
H 20.9105 10.6505 4.5634 0.11
H 22.6537 10.8008 5.0110 0.13
H 20.4358 12.5183 6.0554 0.13
H 22.0503 12.8724 5.7649 0.13
H 21.5942 12.5130 8.2486 0.13
H 22.9713 11.6543 7.5461 0.12
H 20.2754 10.3983 8.0740 0.13
H 21.8609 9.5919 8.3331 0.11
C 29.2911 4.3316 12.3275 -0.07
C 28.4873 5.0051 11.2101 -0.23
C 27.9091 6.3372 11.6488 -0.11
N 26.6873 6.8193 10.8871 -0.25
C 26.3480 8.1992 11.3110 0.01
C 25.4783 5.9242 11.1941 -0.08
C 24.8414 5.5061 9.8817 -0.14
C 26.0479 5.4526 8.9424 -0.15
C 26.8149 6.6907 9.3766 -0.08
H 30.1183 4.9643 12.6583 0.09
H 29.7244 3.4330 11.8928 0.09
H 28.6625 4.1001 13.1875 0.08
H 27.7538 4.2630 10.8797 0.11
H 29.1455 5.1849 10.3556 0.12
H 28.6841 7.0983 11.5918 0.15
H 27.5117 6.2699 12.6646 0.14
H 27.2006 8.8342 11.0710 0.12
H 25.9891 8.2322 12.3310 0.11
H 25.5919 8.5949 10.6289 0.10
H 24.7647 6.4526 11.8199 0.12
H 25.8938 5.0629 11.7098 0.13
H 24.0799 6.1522 9.4393 0.11
H 24.4667 4.4807 9.9060 0.12
H 25.8303 5.4561 7.8772 0.09
H 26.5884 4.5293 9.1370 0.09
H 26.4724 7.6367 8.9655 0.11
H 27.8423 6.5438 9.0405 0.15
N 21.9999 7.8092 2.1573 -0.33
S 23.0486 6.6785 1.9715 0.46
O 24.0585 6.6288 2.9739 -0.28
O 23.3833 6.3256 0.6464 -0.21
F 22.1212 5.4640 2.5653 -0.22
S 22.8993 9.1791 1.8846 0.53
O 23.1032 9.5503 0.5422 -0.21
O 23.9503 9.3896 2.8088 -0.25
F 21.7103 10.1222 2.4270 -0.22
N 21.2078 1.3317 5.4965 -0.28
S 21.4076 0.4687 4.1475 0.49
O 21.2904 1.1627 2.9248 -0.22
O 21.1195 -0.9163 4.3146 -0.26
F 23.0153 0.3569 4.2287 -0.19
S 19.5455 1.4310 5.4177 0.53
O 18.8204 0.3298 5.9153 -0.21
O 19.0235 2.2317 4.3717 -0.25
F 19.5047 2.3586 6.7652 -0.22
N 19.7194 -0.1377 12.3594 -0.27
S 19.1609 -1.7561 12.3549 0.50
O 19.7588 -2.5476 11.3368 -0.29
O 17.7941 -1.9839 12.6366 -0.24
F 19.9395 -2.1820 13.6600 -0.17
S 18.7023 0.3322 11.2819 0.43
O 17.5031 0.9228 11.7811 -0.29
O 18.6765 -0.3141 10.0086 -0.29
F 19.5415 1.7102 10.8135 -0.30
N 24.9159 3.4430 6.1634 -0.30
S 25.7934 3.8719 4.8246 0.50
O 26.2742 2.8833 3.9387 -0.20
O 26.5760 5.0514 4.9729 -0.25
F 24.5341 4.4568 4.0492 -0.20
S 26.0036 2.5095 6.7836 0.47
O 27.1686 3.0008 7.4539 -0.26
O 26.1192 1.1983 6.2491 -0.24
F 25.0694 2.1836 8.1300 -0.26


4.
15
Properties=species:S:1:pos:R:3:lowdin_charge:R:1 method="wB97M-V/def2-TZVPD" fmax_ev_per_a=7.577 total_charge=0 relative_energy_kj_mol=447.3 energy_ha=-271.36110 mol_weight_g_mol=92.1
C -2.1963 -0.3873 0.2281 -0.15
C -1.3672 0.7459 -0.3274 -0.04
C -0.0469 0.3411 -0.0735 -0.29
C 0.5775 -0.9322 -0.2687 -0.10
C 1.9378 -0.8926 -0.0772 -0.02
C 2.1040 0.5624 0.1350 -0.14
C 1.0519 1.2501 0.0414 -0.11
H -3.3045 -0.4396 -0.4143 0.12
H -2.4277 -0.0335 1.3303 0.11
H -1.7890 -1.4699 0.1392 0.09
H -1.6692 1.8371 -0.6191 0.15
H 0.3253 -1.9160 -0.4013 0.07
H 2.6933 -1.6809 0.1476 0.12
H 3.1376 0.7190 0.2143 0.09
H 0.9733 2.2964 -0.0545 0.11